(1)
# C37H61BaGeIN4O3S

A molecular structure, C37H61BaGeIN4O3S in a non-equilibrium geometry (ωB97M-V with the def2-TZVPD basis set, the OMol25 dataset).

The charge is +1. Its largest force on an atom is 0.0545 Eh/bohr. The calculation puts the lowest unoccupied orbital energy (spin up / spin down) at -2.7 / -3.7 eV. Its expectation value of S² is 0.7560. The energy comes out at -4689.46720 a.u. As for the spin multiplicity: 2.

The geometry in XYZ format:
```
109
Properties=species:S:1:pos:R:3:forces:R:3
Ba -1.602454 -0.699712 -0.365284 1.404 1.432 -1.960
C -4.723241 1.584258 0.590198 0.097 0.230 0.063
C -5.093726 0.114770 0.486150 0.303 -0.302 0.055
C -5.880457 -0.152231 -0.784414 -0.045 -0.058 -0.182
C -5.899503 -0.302466 1.707478 -0.055 -0.083 0.148
O -3.840918 -0.614415 0.408345 -1.260 -0.146 0.442
Ge -3.581734 -2.427451 1.090461 -0.524 -0.441 0.437
O -1.901048 -1.756609 1.770319 -0.121 -0.547 1.008
C -1.070602 -2.371135 2.787345 -0.332 -0.058 -0.365
C -0.752997 -1.298827 3.811204 0.053 0.194 0.146
C -1.786691 -3.541179 3.448765 -0.095 -0.111 -0.008
C 0.206713 -2.860668 2.112932 0.092 -0.054 -0.130
O -2.623851 -2.945144 -0.534170 -0.528 -0.567 0.196
C -2.976201 -4.062999 -1.372498 0.015 0.286 0.177
C -3.329158 -3.506388 -2.745766 -0.043 0.080 -0.188
C -4.151599 -4.852989 -0.816063 -0.149 -0.040 0.100
C -1.749262 -4.952023 -1.456090 0.203 -0.152 -0.060
H -5.617346 2.211419 0.546013 0.060 -0.029 0.015
H -4.216822 1.783770 1.541855 -0.070 -0.040 -0.101
H -4.060971 1.894919 -0.226111 -0.072 -0.060 0.037
H -6.842553 0.362179 -0.764199 0.006 0.001 -0.004
H -5.327347 0.195931 -1.660653 0.001 0.007 0.019
H -6.068109 -1.222320 -0.900350 -0.004 0.005 0.029
H -6.755650 0.363380 1.835051 0.028 -0.024 -0.011
H -6.280290 -1.323600 1.619262 0.048 0.072 -0.022
H -5.284179 -0.243581 2.609389 -0.028 0.021 -0.033
H -1.670316 -0.935382 4.280484 0.046 -0.030 -0.026
H -0.095138 -1.693160 4.591343 -0.044 0.044 -0.051
H -0.253875 -0.449627 3.331866 -0.026 -0.070 0.033
H -2.723272 -3.220486 3.911212 0.055 0.009 -0.016
H -2.018310 -4.330508 2.724519 0.048 0.088 0.049
H -1.154198 -3.976345 4.225401 -0.022 0.020 -0.024
H 0.768890 -2.021299 1.687098 -0.051 -0.027 0.030
H 0.859855 -3.369689 2.826852 -0.045 0.042 -0.037
H -0.034995 -3.562127 1.307325 0.006 0.040 0.067
H -4.127105 -2.761245 -2.654480 0.055 -0.084 0.000
H -2.452871 -3.034912 -3.209335 -0.079 -0.036 0.074
H -3.674977 -4.295510 -3.419123 0.041 0.053 0.042
H -5.052520 -4.236575 -0.744539 0.054 -0.017 -0.018
H -4.377436 -5.698083 -1.469612 0.031 0.032 0.010
H -3.931291 -5.246015 0.180123 0.003 0.027 -0.063
H -0.887789 -4.375998 -1.809346 -0.056 -0.028 0.008
H -1.506122 -5.363396 -0.473497 -0.021 0.025 -0.037
H -1.910873 -5.782549 -2.148194 0.014 0.034 0.042
C 6.136697 -0.218104 0.000732 0.081 0.049 0.046
C 5.385754 -1.149947 -0.948270 -0.181 -0.038 0.004
C 5.845233 -0.870124 -2.386045 0.010 0.042 -0.099
C 5.717478 -2.606232 -0.582908 0.015 -0.044 0.024
C 3.869525 -0.950689 -0.866618 0.268 -0.054 -0.014
C 3.012003 -1.723034 -1.649361 0.167 -0.035 -0.079
C 1.655102 -1.511974 -1.562477 -0.199 0.135 0.153
N 1.092830 -0.598919 -0.760036 0.754 -0.059 -0.071
C 1.901408 0.134653 0.017233 -0.365 0.135 0.115
C 3.280805 -0.016480 -0.023250 0.159 0.081 0.052
C 1.224612 1.107737 0.958129 -0.076 -0.292 -0.331
C 1.939472 1.849533 1.884776 0.124 0.145 0.146
C 1.276368 2.701005 2.766049 0.138 0.062 0.092
C -0.109123 2.761249 2.661341 -0.059 0.099 0.125
C -0.751051 2.004606 1.707307 0.069 -0.254 -0.267
N -0.107767 1.187270 0.863314 0.324 0.353 0.491
C 2.005277 3.522692 3.827516 -0.094 -0.081 -0.054
C 3.521407 3.373039 3.726600 0.123 0.015 0.029
C 1.549771 3.038514 5.213840 -0.015 -0.009 0.063
C 1.640182 5.004263 3.657762 -0.007 0.088 -0.028
H 7.210177 -0.392657 -0.099687 -0.067 0.012 0.010
H 5.871987 -0.397731 1.046709 0.011 -0.004 -0.066
H 5.954815 0.836700 -0.228620 0.009 -0.081 -0.001
H 6.924083 -1.027367 -2.468043 -0.085 0.011 0.014
H 5.632237 0.164361 -2.673734 0.012 -0.073 0.024
H 5.356611 -1.531472 -3.106674 0.041 0.052 0.070
H 6.801068 -2.754377 -0.606046 -0.105 0.020 -0.008
H 5.270055 -3.315912 -1.283692 0.028 0.072 0.052
H 5.362781 -2.852094 0.421556 0.024 0.027 -0.055
H 3.390245 -2.482224 -2.325537 -0.030 0.079 0.088
H 0.975603 -2.109694 -2.165939 0.024 0.056 0.067
H 3.905258 0.598324 0.607748 -0.040 -0.046 -0.035
H 3.013818 1.758084 1.940087 -0.055 0.003 -0.001
H -0.697877 3.398697 3.310311 0.063 -0.053 -0.038
H -1.833516 2.056979 1.603278 0.156 -0.059 -0.007
H 3.847487 2.346255 3.917934 -0.037 0.061 -0.011
H 3.995044 4.010300 4.476781 -0.024 -0.050 -0.048
H 3.899127 3.682961 2.747682 -0.031 0.000 0.055
H 1.769569 1.976379 5.352850 -0.002 0.061 -0.016
H 0.476573 3.183944 5.359605 0.075 -0.005 -0.019
H 2.073334 3.599640 5.993572 -0.050 -0.043 -0.081
H 1.932403 5.373947 2.670612 -0.008 -0.034 0.070
H 2.161455 5.598790 4.412830 -0.044 -0.042 -0.058
H 0.568563 5.180104 3.778031 0.091 -0.027 -0.002
C 2.832253 2.485143 -2.936516 -0.054 -0.004 -0.022
C 1.418854 2.857132 -3.260578 0.208 -0.050 0.314
C 0.892291 2.952950 -4.502913 -0.023 -0.005 -0.291
C -0.493475 3.225340 -4.604387 -0.288 0.072 -0.138
N -1.280252 3.443070 -3.568450 0.244 -0.030 0.599
C -0.744512 3.436200 -2.300405 0.146 0.025 -0.588
S -1.533694 3.825503 -0.882533 -0.145 -0.135 -0.508
N 0.593294 3.087310 -2.216302 -0.053 0.000 0.326
C -1.152432 3.240136 -5.956512 0.056 -0.019 0.120
H 3.447886 2.498737 -3.833554 -0.032 0.005 0.020
H 2.862856 1.477298 -2.509537 -0.023 0.044 -0.018
H 3.260807 3.174330 -2.204584 -0.037 -0.023 -0.045
H 1.505913 2.789201 -5.377715 -0.083 0.016 0.023
H 0.950495 3.058434 -1.270444 0.056 -0.005 0.027
H -0.435406 3.407603 -6.760364 -0.021 -0.002 0.074
H -1.928246 4.002038 -5.979994 0.007 -0.003 0.005
H -1.635105 2.273562 -6.129132 0.026 0.021 0.014
I -0.414756 -0.705750 -4.598809 0.229 -0.082 -0.120
C -1.879660 0.012564 -3.402254 -0.600 0.223 -0.443
H -2.778819 -0.601707 -3.399287 0.148 0.095 0.194
H -1.982880 1.095931 -3.370288 0.056 -0.154 0.161
```
Positions in Å, forces in eV/Å.

---

(2)
# C5H12N4

C5H12N4 in the gas phase in a non-equilibrium geometry (ωB97M-V with the def2-TZVPD basis set, the OMol25 dataset).

Its largest force on an atom is 0.0665 Eh/bohr. The calculation puts the lowest unoccupied orbital energy at 0.8 eV. The energy comes out at -416.60380 a.u.

The geometry in XYZ format:
```
21
Properties=species:S:1:pos:R:3:forces:R:3
H 1.343951 -2.702900 -1.280634 -0.038 0.368 -0.014
N 0.386973 -2.606191 -0.894944 0.456 -0.780 -0.035
N 0.142770 -1.475499 -0.488804 -0.813 -0.441 0.042
N 0.983185 -0.457462 -0.605842 1.702 0.129 -0.542
N 2.282036 -0.698618 -1.106344 -0.611 0.309 -0.679
C 0.525858 0.795594 -0.199275 -2.213 -1.679 1.279
C 1.321364 1.866351 -0.252823 -0.797 0.206 0.024
C -1.057272 0.584999 0.528175 2.717 1.832 -0.971
C -0.947772 -0.054253 1.898619 0.248 -0.140 -0.057
C -2.174940 0.001811 -0.316803 0.145 0.074 -0.254
H 2.968587 -0.307403 -0.479168 0.044 0.055 0.259
H 2.390368 -0.242615 -2.023380 -0.104 -0.231 0.537
H 2.315586 1.861729 -0.679867 -0.070 -0.177 0.028
H 0.954403 2.825278 0.071274 -0.111 0.098 0.117
H -1.234397 1.651556 0.649794 -0.407 0.158 0.233
H -0.140511 0.390677 2.480986 -0.019 -0.031 0.032
H -0.780203 -1.128889 1.815823 0.038 0.043 0.018
H -1.881834 0.090194 2.443653 -0.042 0.053 -0.014
H -2.154854 0.418430 -1.326487 -0.090 -0.075 0.022
H -3.128403 0.270508 0.145880 0.027 0.069 -0.028
H -2.114892 -1.083298 -0.379833 -0.062 0.160 0.001
```
Positions in Å, forces in eV/Å.

---

(3)
# H80O40

40 unconnected molecules or ions with the total composition H80O40 in a non-equilibrium geometry (ωB97M-V with the def2-TZVPD basis set, the OMol25 dataset).

Its largest force on an atom is 0.0886 Eh/bohr. The calculation puts the lowest unoccupied orbital energy at -0.5 eV. The energy comes out at -3057.40573 a.u.

The geometry in XYZ format:
```
120
Properties=species:S:1:pos:R:3:forces:R:3
H 4.489076 2.304937 4.238965 0.187 0.251 -0.772
H 3.074716 2.041668 3.525055 0.445 -0.240 -0.598
O 3.569708 2.073573 4.337953 -0.427 -0.210 1.326
H -1.673297 1.687247 -3.859461 -0.335 0.653 -0.508
H -1.384958 0.624665 -2.885047 0.257 -0.472 0.709
O -1.160375 0.894546 -3.770099 0.517 0.339 -0.283
H 3.035170 -2.891004 4.936007 0.673 0.213 -0.334
H 2.114589 -2.091543 5.811750 -0.041 -0.698 -0.704
O 2.107119 -2.786398 5.118373 -0.757 0.472 1.060
H -1.470304 3.705737 -4.184763 -1.052 0.272 -0.341
H -0.946175 3.156752 -5.377897 -1.497 -0.192 -0.531
O -1.856432 3.366267 -5.025823 2.629 0.209 0.915
H -4.284726 -2.704357 -3.713044 -0.997 0.030 -0.193
H -4.444715 -3.847452 -2.598137 -0.966 -0.108 0.060
O -3.869273 -3.277153 -3.084774 1.903 0.043 0.045
H 2.318847 -2.293343 1.314373 -0.656 0.667 -0.657
O 2.481647 -1.859305 2.135439 1.191 -0.929 1.802
H 2.276737 4.167017 -1.198121 -0.013 0.606 -0.617
O 2.604793 3.534597 -1.841817 0.015 -1.726 1.249
H -3.471905 0.990229 3.994813 0.181 0.447 0.385
H -4.130411 0.380721 2.844917 -0.339 1.028 0.365
O -4.100138 1.265302 3.317984 0.408 -1.720 -0.428
H 5.619404 3.803825 0.132741 0.405 -0.467 -0.180
H 5.628762 2.291596 0.702851 0.310 0.540 -0.538
O 5.220274 3.165542 0.724808 -0.747 -0.181 0.737
H -1.572754 0.018468 -5.279311 -0.200 1.479 1.162
H -2.524841 -0.582323 -6.343527 -0.686 0.335 -0.044
O -1.617702 -0.464791 -6.086602 0.744 -1.491 -1.241
H -1.069221 5.112681 -0.584882 -0.408 0.313 -0.232
H -0.427243 4.361601 -1.809715 -0.113 0.172 0.217
O -0.330869 4.566604 -0.873441 0.784 -0.445 -0.165
H 1.199730 -3.404663 -1.030994 0.212 0.715 -0.902
O 1.850664 -3.428736 -0.340362 0.194 -2.054 1.398
H 0.566220 -4.808933 2.675243 0.839 0.250 0.052
H -0.352241 -3.629217 2.208582 0.547 0.802 -0.416
O -0.323030 -4.507384 2.560537 -1.414 -0.890 0.146
H -0.726834 -1.708056 -0.240548 -0.421 -0.238 -0.977
H 0.416325 -2.775545 0.367619 -0.328 0.392 -0.610
O -0.169240 -2.020584 0.465014 0.010 0.499 2.499
H -0.025919 1.641257 6.179823 -0.662 -0.738 0.466
H 0.587836 0.245190 5.553465 -0.847 0.024 0.290
O 0.639870 1.194249 5.673572 1.327 0.849 -0.723
H 4.421345 2.610504 -3.069031 0.322 0.692 0.693
H 4.155752 1.383777 -3.767446 -0.110 -0.129 -0.548
O 4.177813 2.333762 -3.945717 -0.151 -0.603 -0.065
H 2.999109 0.895124 -0.465761 0.229 -1.100 0.139
H 2.522924 -0.567170 -0.778264 0.350 0.799 0.100
O 3.178203 -0.049806 -0.253413 -0.117 0.650 0.184
H 1.493444 -3.647361 -4.548843 -0.062 0.179 -0.043
H 1.750098 -3.905393 -3.103308 -0.106 -0.559 0.554
O 1.944373 -3.271784 -3.782399 0.217 0.169 -0.672
H 1.443908 5.166617 2.135725 0.701 -1.347 0.773
O 2.296001 4.688940 2.217590 0.218 1.519 -1.389
H -1.687746 3.169403 -0.352421 -0.753 -0.994 -0.414
H -3.134519 3.102506 0.061685 -0.536 0.080 0.184
O -2.532506 2.671768 -0.538517 1.502 0.789 -0.039
H -1.138533 2.904516 2.404198 0.455 -0.513 0.457
O -0.922670 2.453105 1.583424 -0.358 0.488 -0.696
H 4.277657 -0.253646 5.121532 -0.149 0.308 0.025
H 4.410996 -0.873368 3.738466 -0.171 -0.081 0.323
O 4.472416 -1.082185 4.680316 0.206 -0.204 -0.162
H -3.138622 5.863865 0.946944 1.584 -0.466 -0.239
H -1.697424 5.398648 1.416519 -0.572 0.058 -0.012
O -2.208556 5.680149 0.643577 -1.169 0.468 0.479
H -5.094131 1.387269 -0.112226 -0.593 0.619 1.014
H -5.417148 2.902946 -0.762825 -0.537 0.059 1.034
O -5.073686 2.020192 -0.815676 0.391 -0.868 -1.460
H -4.330736 -4.463105 1.432377 0.401 0.545 -0.244
H -3.740758 -2.959431 1.579002 -0.429 -1.258 0.008
O -3.843502 -3.846777 1.995133 -0.034 1.178 0.514
H -0.942253 -1.141461 2.885885 -0.161 1.161 0.134
H -1.311027 -2.278015 3.575648 -0.774 2.780 1.812
O -1.375368 -1.231053 3.758086 0.783 -4.030 -1.971
H 0.626194 0.195982 2.481836 0.012 -1.166 -0.205
H 0.806750 1.526827 2.977090 1.263 -0.885 1.048
O 1.275481 0.646123 3.025361 -1.168 1.885 -0.795
H 1.379707 -0.358093 -2.723722 -0.149 0.055 0.108
H 2.130647 -1.731932 -2.962376 -0.562 1.281 1.135
O 1.874862 -1.042063 -2.260234 0.255 -1.478 -1.644
H 5.025154 -0.824070 -1.028016 0.547 0.406 0.095
H 6.403328 -0.476441 -0.380624 -0.755 -0.526 -1.203
O 5.958986 -0.641237 -1.255164 0.211 0.219 1.132
H -3.172659 2.558964 -3.563041 -0.879 -0.549 0.841
H -3.309842 2.141938 -2.033367 -0.212 0.451 -0.189
O -3.740488 2.075596 -2.911898 1.054 0.592 -1.005
H -4.081554 3.700912 3.391696 -0.540 -0.332 0.541
H -3.390030 2.813361 2.358012 -0.299 -0.453 0.382
O -3.441133 3.711121 2.695981 1.061 1.189 -1.000
H -1.272378 -5.069179 -3.604816 -0.314 0.425 -0.336
O -0.839986 -4.254892 -3.887436 1.411 -1.071 0.494
H 3.076701 -4.832172 3.041412 -0.516 0.346 -0.296
H 2.861980 -4.429028 1.499649 -0.935 0.159 -0.015
O 3.461252 -4.727918 2.168531 1.460 -0.643 0.293
H 2.393742 3.917500 2.762031 -0.899 -0.073 0.600
H 2.168684 -0.970325 2.248821 -0.301 0.410 -0.827
H -0.265777 1.757356 1.611361 -0.273 0.161 0.850
H 2.742340 3.789445 -2.741682 -0.231 0.923 -0.538
H 2.593219 -2.848786 -0.413174 0.393 0.797 -1.120
H -1.423708 -3.715751 -4.400047 -0.960 0.227 -0.041
O -5.000194 -0.900287 2.073335 1.225 0.045 -0.857
H -5.547262 -0.182486 1.751324 -0.777 -0.413 0.350
H -5.431846 -1.504189 2.670713 -0.678 -0.028 0.208
O -2.135041 -1.089330 -1.171055 -1.691 1.542 -1.839
H -2.931390 -0.512360 -1.174653 0.507 -0.395 1.233
H -2.062929 -1.043505 -2.168533 1.010 -1.269 1.109
O 0.375662 1.276830 -0.926074 1.367 1.526 1.356
H 0.408499 1.591833 0.037191 -0.079 -0.624 -2.485
H 1.119535 1.813764 -1.329372 -1.130 -0.574 0.497
O 6.046198 -1.225167 1.942212 -0.929 -1.406 1.110
H 5.236249 -0.690356 1.865811 0.216 -0.486 -0.115
H 5.761112 -2.053097 2.464014 0.586 1.902 -1.295
O -4.481498 0.793273 -5.092453 -0.823 0.827 -0.231
H -4.875207 1.574432 -4.629842 0.564 -0.988 -0.561
H -4.249848 0.238717 -4.352339 0.188 -0.096 0.467
O -2.755898 -5.458388 0.288188 0.758 -0.716 -0.993
H -2.272142 -6.067008 -0.299996 -0.506 0.177 0.301
H -2.035120 -4.914634 0.627217 -0.212 0.186 0.481
O -1.123798 -1.577743 -3.502984 -1.628 0.155 -2.098
H -0.232397 -1.897319 -3.527636 0.736 -0.385 -0.108
H -1.437012 -1.398163 -4.457600 1.167 -0.519 1.802
```
Positions in Å, forces in eV/Å.